No. 1
{
  "formula": "C14H16O",
  "method": "wB97M-V/def2-TZVPD",
  "multiplicity": 1,
  "homo_energy_ha": -0.300,
  "homo_lumo_gap_ev": 8.98,
  "smiles": "Cc1ccc(O)cc1.Cc1ccccc1",
  "max_force_ha_per_bohr": 0.0772,
  "symbols": ["C", "C", "C", "C", "C", "O", "C", "C", "H", "H", "H", "H", "H", "H", "H", "H", "C", "C", "C", "C", "C", "C", "C", "H", "H", "H", "H", "H", "H", "H", "H"],
  "coordinates": [[0.24124, 1.72956, -3.96972], [-0.26431, 2.01958, -2.59488], [-0.32344, 3.39623, -2.27184], [-0.71314, 3.81125, -1.01619], [-1.16445, 2.91403, -0.05875], [-1.60208, 3.16803, 1.17964], [-1.25914, 1.53847, -0.44817], [-0.79323, 1.09374, -1.69719], [0.23973, 0.64858, -4.19158], [1.33221, 2.05845, -4.07750], [-0.47402, 2.10343, -4.71789], [0.04861, 4.07646, -3.01475], [-0.58287, 4.82395, -0.65054], [-1.75166, 4.12653, 1.26538], [-1.64159, 0.73017, 0.16232], [-0.89327, 0.04373, -1.97404], [1.34669, -1.82540, 3.81400], [0.79635, -2.16008, 2.45485], [1.30449, -1.66708, 1.27385], [0.90780, -2.31975, 0.10254], [0.09541, -3.43287, 0.08734], [-0.59178, -3.79798, 1.25996], [-0.20925, -3.16412, 2.41990], [2.31172, -1.36618, 3.57810], [1.30939, -2.52706, 4.62025], [0.67120, -1.06493, 4.22079], [2.05080, -0.87882, 1.26376], [1.46846, -2.03586, -0.80121], [-0.11700, -3.82920, -0.89819], [-1.14423, -4.74343, 1.28518], [-0.59863, -3.46942, 3.39460]],
  "atomic_forces_ev_per_a": [[0.91, -1.25, -0.51], [-0.64, 1.37, -0.07], [0.47, -1.60, 0.34], [0.00, 0.57, 1.22], [-0.29, -3.45, -1.94], [-0.22, 1.52, 0.84], [0.62, 0.20, -0.74], [-0.02, 0.98, 0.35], [0.15, 0.20, 0.33], [-1.69, -0.09, -0.24], [0.71, 0.48, 0.05], [0.05, 0.44, -0.03], [-0.13, 0.32, -0.48], [0.11, -0.47, 0.15], [-0.17, 0.52, 0.59], [0.17, 0.22, 0.16], [-0.61, 2.32, -1.01], [-1.00, -1.75, 0.81], [-0.33, -0.62, 0.07], [1.50, 0.45, -0.56], [-1.01, 0.94, -0.19], [1.13, -0.77, -0.51], [0.41, 0.41, 0.55], [0.08, -0.16, 0.98], [0.52, -1.14, -0.18], [0.31, 0.53, -0.01], [-0.04, -0.10, -0.06], [-0.65, -0.08, 0.19], [-0.04, -0.53, 0.24], [-0.29, 0.67, 0.00], [0.00, -0.12, -0.36]],
  "nbo_charge": [-0.6357, -0.0532, -0.1892, -0.2980, 0.3013, -0.6552, -0.2582, -0.1976, 0.2123, 0.2212, 0.2230, 0.2102, 0.2034, 0.4773, 0.2237, 0.2146, -0.6410, -0.0014, -0.2195, -0.2030, -0.2358, -0.2076, -0.2131, 0.2181, 0.2269, 0.2204, 0.2135, 0.2085, 0.2135, 0.2167, 0.2038]
}


No. 2
{
  "formula": "C21H29ClErN2O4",
  "method": "wB97M-V/def2-TZVPD",
  "multiplicity": 4,
  "homo_energy_ha": [-0.047, -0.004],
  "homo_lumo_gap_ev": [3.83, 2.70],
  "max_force_ha_per_bohr": 0.1382,
  "total_charge": -1,
  "symbols": ["Er", "Cl", "N", "N", "C", "C", "C", "C", "C", "C", "H", "H", "H", "H", "H", "H", "C", "C", "C", "C", "H", "H", "H", "H", "H", "H", "O", "H", "H", "O", "H", "H", "C", "C", "C", "H", "H", "C", "C", "H", "C", "C", "C", "C", "H", "C", "H", "H", "H", "H", "H", "H", "H", "H", "O", "C", "O", "H"],
  "coordinates": [[-1.08811, 0.01161, 0.57803], [-2.69760, 0.75696, 2.35585], [0.01455, 2.30339, 0.09284], [-0.31282, -2.30674, 0.43232], [-0.87635, 3.01943, -0.55319], [-0.85802, -3.05491, -0.49260], [1.13644, 3.21886, 0.48461], [0.46918, 4.57383, 0.35403], [2.26997, 3.06500, -0.50834], [1.58918, 2.91444, 1.89330], [1.93506, 3.27507, -1.53165], [2.68850, 2.05686, -0.46382], [3.05160, 3.78166, -0.24825], [0.74110, 2.97068, 2.58604], [2.33244, 3.66639, 2.18416], [2.04048, 1.92177, 1.95616], [0.70688, -3.15008, 1.16353], [0.67030, -4.45306, 0.38339], [0.25718, -3.37788, 2.59216], [2.05955, -2.47742, 1.09442], [2.34470, -2.31455, 0.04684], [2.79964, -3.13252, 1.56998], [2.03193, -1.51641, 1.62512], [-0.78993, -3.71015, 2.59887], [0.36488, -2.47286, 3.19985], [0.88657, -4.16244, 3.02667], [-0.39293, -4.27395, -0.62682], [0.38993, -5.32399, 0.98682], [1.59515, -4.67080, -0.16287], [-0.72388, 4.32079, -0.51803], [1.05940, 5.34133, -0.14898], [0.09280, 4.96385, 1.30659], [-1.99121, 2.38076, -1.36784], [-1.90909, -2.55347, -1.45354], [-1.38833, -1.28873, -2.09664], [-2.81604, -2.37453, -0.83018], [-2.14617, -3.36415, -2.16045], [-1.47743, -0.09317, -1.51192], [-1.44120, 1.14471, -2.04639], [-2.63484, -0.17568, 1.49444], [-0.77873, 1.20107, -3.28543], [-0.33932, -0.01633, -3.87882], [-0.48230, 2.55330, -3.94669], [-0.70800, -1.28942, -3.32017], [0.20783, 0.00283, -4.83768], [-0.32700, -2.60935, -3.98902], [0.17441, -2.33906, -4.96189], [-1.29002, -3.18592, -4.14122], [0.36041, -3.18456, -3.29046], [-1.46002, 3.13222, -3.95998], [-0.09826, 2.31624, -4.98546], [0.29097, 3.10791, -3.31772], [-2.39116, 3.14469, -2.06531], [-2.79883, 2.15938, -0.63299], [0.91143, -0.61610, 4.31956], [0.47918, 0.13830, 3.44471], [0.63330, 0.02356, 2.16584], [-0.18016, 0.98282, 3.70978]],
  "atomic_forces_ev_per_a": [[3.83, 0.05, 2.20], [-0.58, 5.21, 4.80], [-0.98, 0.75, -1.09], [-0.40, -0.93, -0.66], [1.27, -2.14, 0.66], [0.34, 2.20, 0.57], [-1.09, -0.84, 0.02], [-1.07, 0.42, -0.43], [0.16, -0.01, -0.20], [0.24, 0.38, 0.26], [0.04, -0.10, 0.16], [-0.09, 0.07, -0.06], [0.14, -0.01, -0.06], [0.20, -0.10, -0.11], [-0.01, -0.08, 0.12], [-0.17, 0.17, -0.01], [-0.79, 0.85, -0.35], [-0.53, -0.52, -0.88], [-0.13, 0.06, 0.28], [0.38, 0.10, 0.07], [0.01, -0.02, 0.16], [0.05, 0.11, -0.08], [-0.01, -0.35, -0.19], [0.23, 0.04, 0.06], [-0.05, -0.18, -0.13], [-0.07, 0.04, 0.11], [0.72, -1.56, 0.30], [0.05, 0.21, -0.10], [-0.15, 0.07, 0.06], [0.83, 1.55, 0.32], [-0.02, -0.10, 0.01], [-0.01, -0.13, -0.17], [0.65, 0.88, 0.82], [0.60, -0.86, 0.82], [1.08, -1.53, -3.09], [0.30, 0.41, -0.29], [0.20, 0.34, 0.10], [-3.60, 0.51, 2.79], [1.13, 0.82, -3.06], [-2.48, -5.20, -3.09], [0.15, 0.35, -0.46], [-0.52, -0.43, 0.32], [-0.10, -0.54, 0.01], [0.22, 0.25, -0.47], [-0.29, 0.05, 0.54], [-0.11, 0.49, -0.01], [-0.45, -0.81, 0.88], [1.31, 0.33, -0.12], [-0.77, 0.47, -1.09], [1.39, -0.36, -0.31], [-0.39, 0.83, 1.08], [-0.95, -0.47, -1.02], [0.24, -0.49, 0.32], [0.14, -0.27, -0.48], [0.00, 0.60, -0.47], [-0.15, -0.64, -0.29], [-0.06, -0.11, 0.53], [0.10, 0.17, 0.39]],
  "nbo_charge": [1.1995, -0.3120, -0.6153, -0.6277, 0.6246, 0.6371, 0.0533, -0.0812, -0.6047, -0.6066, 0.2094, 0.2276, 0.1990, 0.2228, 0.1919, 0.2515, 0.0719, -0.0784, -0.6257, -0.6272, 0.1987, 0.1950, 0.2759, 0.2106, 0.2706, 0.1913, -0.4894, 0.1893, 0.1844, -0.4934, 0.1920, 0.1942, -0.5028, -0.5201, -0.0408, 0.2598, 0.2222, -0.5716, -0.0714, -0.1179, 0.0167, -0.3182, -0.6424, 0.0174, 0.1888, -0.6453, 0.2064, 0.2117, 0.2167, 0.2085, 0.2104, 0.2056, 0.2396, 0.2570, -0.6993, 0.6560, -0.8836, 0.0679]
}